# C5H26N2O8

A cluster of 8 separate species, C5H26N2O8 in total in a non-equilibrium geometry (the ωB97M-V functional and the def2-TZVPD basis, the Open Molecules 2025 dataset).

XYZ file:
```
41
C5H26N2O8, DFT the ωB97M-V functional and the def2-TZVPD basis
O 0.733 1.986 1.040
C -0.270 2.608 0.555
C -0.880 2.203 -0.761
C 0.137 2.022 -1.859
C 1.320 1.152 -1.425
C 2.538 1.562 -1.133
N 3.608 0.775 -0.537
N -1.540 0.873 -0.234
H -0.691 3.423 1.169
H -1.737 2.805 -1.098
H 0.465 2.994 -2.251
H -0.259 1.411 -2.723
H 0.986 0.162 -1.114
H 2.728 2.592 -1.332
H 3.361 0.155 0.307
H 4.359 1.416 -0.316
H 3.951 0.112 -1.253
H -0.995 0.151 0.220
H -2.256 1.160 0.466
H -2.104 0.422 -1.056
H -0.670 -2.885 0.261
H -1.140 -2.572 -1.189
O -0.551 -2.282 -0.483
H -3.310 -1.544 -2.477
H -2.173 -1.212 -3.401
O -2.440 -1.126 -2.478
H -0.034 -4.414 2.704
H -1.274 -4.480 1.709
O -0.616 -3.917 2.124
H -1.268 -0.511 2.589
H -0.491 0.750 2.551
O -1.375 0.413 2.307
H 2.886 -2.929 -1.028
H 1.679 -2.010 -0.791
O 2.648 -2.026 -0.784
H 2.709 -1.638 1.741
H 3.661 -0.735 2.452
O 3.270 -0.871 1.579
H -6.023 -0.465 1.118
H -4.806 -0.147 1.798
O -5.308 0.181 1.035
```

## Properties
* gap between HOMO and LUMO (alpha / beta): 4.15 / 7.35 eV
* lowest unoccupied orbital energy (alpha / beta): -2.65 / -2.65 eV
* HOMO (alpha / beta): -6.80 / -10.00 eV
* total charge: +1
* ΔE to the lowest compared entry with this formula, charge and spin: 1.617 eV
* 2S+1: 2